1.
C41H37BrF4N3P2S2Ti as an isolated structure in a non-equilibrium geometry, computed with ωB97M-V/def2-TZVPD.

Computed properties:
- expectation value of S² = 0.755
- orbital gap (spin up / spin down) (eV) = 7.07 / 7.09
- net charge = 0
- spin multiplicity = 2
- largest force on an atom (Eh/bohr) = 0.0265

Structure (XYZ):
```
91
C41H37BrF4N3P2S2Ti ωB97M-V/def2-TZVPD
Ti -0.28381 1.35839 0.03285
C -1.68949 3.04070 2.59742
N -1.16002 3.28405 1.25149
C -0.16067 4.36695 1.33630
C -2.22952 3.71334 0.34444
C -1.74239 3.76240 -1.10976
N -0.56291 2.91762 -1.32099
C 0.17304 3.22789 -2.45039
C 1.48263 2.73044 -2.52766
F 1.90121 1.96197 -1.50582
C 2.32522 2.95961 -3.58853
F 3.55914 2.43930 -3.55723
C 1.91580 3.71563 -4.67488
C 0.62445 4.19145 -4.64060
F 0.14965 4.89495 -5.68043
C -0.23652 3.95508 -3.57846
F -1.50801 4.38780 -3.72339
H -2.04216 3.97595 3.04898
H -0.90592 2.60172 3.21411
H -2.51794 2.33360 2.54391
H -0.66369 5.29774 1.62885
H 0.32787 4.49401 0.37277
H 0.58924 4.12087 2.08480
H -2.59968 4.70514 0.64463
H -3.06636 3.02350 0.46477
H -1.50819 4.79717 -1.37268
H -2.57991 3.46462 -1.75568
H 2.56833 3.90985 -5.51086
S -1.35036 -0.34449 2.23283
P -0.41275 -1.52243 0.87857
C 0.70926 -0.60912 0.00250
P 2.05593 -0.08766 0.92080
S 1.68623 1.79909 1.60623
C 3.54416 -0.07751 -0.11818
C 4.71149 0.52774 0.34049
C 5.84996 0.53022 -0.44321
C 5.83128 -0.07188 -1.69814
C 4.67013 -0.66973 -2.15919
C 3.52741 -0.67099 -1.37055
C 2.58762 -1.08011 2.34890
C 2.05897 -0.81248 3.60904
C 2.42354 -1.58509 4.69955
C 3.32362 -2.62867 4.54332
C 3.86202 -2.89551 3.29228
C 3.49690 -2.12345 2.20224
C 0.22405 -3.08784 1.57809
C 1.15996 -3.82804 0.86558
C 1.54485 -5.08072 1.31003
C 1.00478 -5.60185 2.47859
C 0.08115 -4.86017 3.20093
C -0.30904 -3.60846 2.74933
C -1.65637 -2.28639 -0.23142
C -2.97583 -2.45253 0.17103
C -3.88227 -3.11641 -0.64268
C -3.47282 -3.62535 -1.86815
C -2.15196 -3.47626 -2.26906
C -1.24904 -2.81561 -1.45217
H 4.72363 1.00874 1.31201
H 6.75214 1.00637 -0.08307
H 6.72116 -0.06378 -2.31249
H 4.64927 -1.12667 -3.13957
H 2.60224 -1.11438 -1.72147
H 1.35813 0.00477 3.72443
H 2.00304 -1.37006 5.67291
H 3.60814 -3.22967 5.39665
H 4.56602 -3.70601 3.16324
H 3.92336 -2.34539 1.23175
H 1.59250 -3.41577 -0.03968
H 2.27463 -5.64986 0.74968
H 1.30942 -6.57880 2.82819
H -0.33541 -5.25450 4.11809
H -1.02485 -3.02381 3.31594
H -3.28956 -2.05267 1.12864
H -4.90814 -3.24024 -0.32026
H -4.18045 -4.14292 -2.50285
H -1.82536 -3.87569 -3.22019
H -0.21891 -2.68962 -1.76556
C -5.81164 0.73443 0.06540
C -4.57444 0.61588 -0.77002
C -4.60041 0.39252 -2.14306
C -3.42154 0.26849 -2.85144
C -2.22427 0.37080 -2.15391
Br -0.66105 0.11231 -3.15631
N -2.16091 0.63047 -0.85215
C -3.32518 0.72703 -0.18706
H -6.57660 0.03078 -0.26032
H -6.23930 1.73610 0.00288
H -5.59075 0.53017 1.11287
H -5.54749 0.29831 -2.65958
H -3.40025 0.07660 -3.91212
H -3.21948 0.86609 0.88288
```

2.
C41H37F6GeIrN2OS as an isolated structure, computed with ωB97M-V/def2-TZVPD.

Computed properties:
- orbital gap (eV) = 7.39
- net charge = 0
- largest force on an atom (Eh/bohr) = 0.0183

Structure (XYZ):
```
90
C41H37F6GeIrN2OS ωB97M-V/def2-TZVPD
Ir -0.08011 1.25942 0.42314
N 1.88590 1.06665 -0.12032
S 2.29055 0.75240 -1.63218
C 1.72315 -0.87256 -2.11631
C 2.10141 -1.29524 -3.38754
C 1.71028 -2.54969 -3.82423
C 0.95622 -3.36900 -2.98846
C 0.60103 -2.93750 -1.72015
C 0.98571 -1.67932 -1.26927
C 1.22516 1.73754 -2.67056
C 1.74425 2.94951 -3.10522
C 0.92963 3.82086 -3.81259
C -0.38903 3.47187 -4.07814
C -0.89626 2.25681 -3.63853
C -0.08849 1.37900 -2.93149
H 2.72138 1.31120 0.39970
H 2.68776 -0.64717 -4.03063
H 1.99500 -2.88972 -4.81176
H 0.65342 -4.35130 -3.32961
H 0.02764 -3.58084 -1.06418
H 0.70266 -1.32099 -0.28750
H 2.77070 3.21331 -2.87536
H 1.32200 4.77041 -4.15344
H -1.02619 4.15573 -4.62552
H -1.93058 1.99709 -3.82614
H -0.48717 0.44325 -2.55954
C 0.29469 0.15085 1.84010
Ge 1.94546 -0.51242 2.64197
C 2.66293 -2.18557 1.91617
C 2.39681 -3.40075 2.55250
C 2.85937 -4.60065 2.02692
C 3.59898 -4.60752 0.85256
C 3.87093 -3.41128 0.20382
C 3.40260 -2.21456 0.73205
C 3.32713 0.88633 2.57227
C 2.94182 2.16958 2.97505
C 3.82713 3.23705 2.91263
C 5.12234 3.04030 2.44603
C 5.52663 1.77122 2.05716
C 4.63474 0.70323 2.12145
C 1.65571 -0.79157 4.55968
C 0.56240 -0.26286 5.24544
C 0.44157 -0.41637 6.62287
C 1.41543 -1.09899 7.33648
C 2.51464 -1.62646 6.67031
C 2.63126 -1.47024 5.29634
H -0.48313 0.09268 2.60826
H 1.81936 -3.40895 3.46975
H 2.64139 -5.53177 2.53535
H 3.95960 -5.54296 0.44286
H 4.43721 -3.40925 -0.72016
H 3.61130 -1.29157 0.20296
H 1.92885 2.33794 3.32759
H 3.50914 4.22306 3.23122
H 5.81593 3.87086 2.39643
H 6.53943 1.60905 1.70783
H 4.97141 -0.28345 1.82503
H -0.21043 0.27649 4.70980
H -0.41679 -0.00094 7.13719
H 1.32009 -1.21956 8.40851
H 3.28158 -2.15705 7.22199
H 3.49828 -1.88087 4.78862
C -0.06953 7.61968 -0.86675
C -0.08515 6.13060 -0.66495
C -1.18822 5.35752 -0.98456
C -1.16862 3.98732 -0.77119
N -0.10730 3.35507 -0.26327
C 0.96632 4.09812 0.04761
C 1.01602 5.46287 -0.13404
H -0.99269 7.96611 -1.32825
H 0.76708 7.91611 -1.50150
H 0.04870 8.13312 0.08891
H -2.08141 5.81183 -1.39596
H -2.01496 3.35503 -0.99831
H 1.80184 3.56014 0.47335
H 1.91159 6.00535 0.14596
C -3.60094 -0.24131 -0.86231
C -3.21880 0.73241 0.25032
O -2.05210 1.40071 -0.03627
C -3.18313 -0.05933 1.58144
F -4.42045 -0.46563 1.94042
F -2.43699 -1.16874 1.45621
F -2.69844 0.65200 2.60153
C -4.31434 1.82783 0.35250
F -5.56841 1.34216 0.39731
F -4.14315 2.62283 1.41382
F -4.26299 2.61441 -0.74869
H -2.75666 -0.90917 -1.02858
H -3.78768 0.32337 -1.77552
H -4.48698 -0.82451 -0.61491
```

3.
C41H37F6N6O7PbS4 as an isolated structure in a non-equilibrium geometry, computed with ωB97M-V/def2-TZVPD.

Computed properties:
- orbital gap (spin up / spin down) (eV) = 4.83 / 4.87
- net charge = +3
- largest force on an atom (Eh/bohr) = 0.0508

Structure (XYZ):
```
102
C41H37F6N6O7PbS4 ωB97M-V/def2-TZVPD
Pb -0.12745 -0.11064 -1.57038
C -3.02949 7.49029 10.08732
O -2.67474 6.15794 9.78689
C -2.46495 5.72372 8.57135
C -2.56192 6.48809 7.38116
C -2.29244 5.90955 6.16746
C -1.91951 4.55112 6.07497
C -1.85370 3.78489 7.26293
C -2.11075 4.34991 8.47508
C -1.59759 3.89076 4.84729
N -1.36294 2.58627 4.77865
C -1.10381 2.31065 3.49534
C -1.16789 3.49289 2.72327
N -1.48252 4.47690 3.60362
C -0.90986 3.49116 1.32792
C -0.93167 4.63115 0.50927
C -0.61893 4.50686 -0.82407
C -0.30565 3.24519 -1.32838
N -0.31227 2.15857 -0.58053
C -0.59968 2.24251 0.72571
C -0.57804 1.01844 1.50385
N -0.33279 -0.14193 0.87089
C -0.29328 -1.26606 1.56413
C -0.49863 -1.31831 2.94281
C -0.76819 -0.14970 3.62120
C -0.81288 1.04864 2.89702
H -3.08015 7.54633 11.17462
H -4.00681 7.74478 9.66660
H -2.28335 8.19925 9.71784
H -2.85300 7.52660 7.42700
H -2.39211 6.51695 5.28116
H -1.58808 2.74469 7.17568
H -2.04945 3.77996 9.38901
H -1.57241 5.46141 3.40224
H -1.18996 5.59325 0.92144
H -0.60940 5.36807 -1.46904
H -0.07166 3.10535 -2.37197
H -0.09532 -2.16263 0.99338
H -0.46344 -2.26364 3.45952
H -0.95135 -0.12912 4.68501
F -2.81237 -2.85792 -5.59156
C -1.84300 -2.17745 -6.19777
F -2.24204 -1.82622 -7.39495
F -0.78420 -2.99482 -6.30361
S -1.31684 -0.78001 -5.07098
O -0.88080 -1.56626 -3.90177
O -0.28263 -0.02090 -5.67149
N -2.69111 -0.07077 -4.81125
S -2.66948 1.17801 -3.85072
O -1.38099 1.27885 -3.17283
O -3.80763 1.21419 -2.99587
C -2.68052 2.74159 -4.89925
F -1.44863 2.94701 -5.34102
F -3.01799 3.77098 -4.12908
F -3.50427 2.65277 -5.91869
O 0.51391 -2.68066 -1.88993
S 0.90220 -2.92928 -3.27460
C 2.79376 -2.74008 -3.21797
C 3.38103 -3.74881 -2.31760
C 4.19040 -4.78129 -2.80493
C 4.73682 -5.69771 -1.92794
C 4.44009 -5.64126 -0.57285
C 3.65064 -4.60799 -0.07696
C 3.12911 -3.67077 -0.94294
C 0.61991 -4.79405 -3.48038
C -0.81016 -5.13503 -3.42839
C -1.48622 -5.58312 -4.57206
C -2.80042 -5.99570 -4.49110
C -3.47300 -5.92818 -3.27346
C -2.82585 -5.43502 -2.14132
C -1.50374 -5.05425 -2.21101
H 2.87803 -1.73100 -2.81539
H 3.15332 -2.79955 -4.24178
H 4.42454 -4.82943 -3.85740
H 5.39070 -6.46871 -2.29963
H 4.79549 -6.41602 0.08765
H 3.42476 -4.56323 0.97656
H 2.49261 -2.87513 -0.58613
H 1.15707 -5.21777 -2.63432
H 1.08065 -5.05060 -4.43033
H -0.96135 -5.64287 -5.51251
H -3.30431 -6.38608 -5.36376
H -4.49408 -6.27158 -3.20375
H -3.36153 -5.37246 -1.20609
H -0.99344 -4.69407 -1.33060
O 2.38595 -0.16156 -1.27548
S 3.14576 0.81006 -0.39439
C 4.61531 1.27272 -1.40277
C 5.82459 0.52723 -0.84839
C 5.31080 -0.73872 -0.16858
C 4.14990 -0.27773 0.69230
H 4.72028 2.35556 -1.35554
H 4.37452 0.98703 -2.42432
H 6.32837 1.15288 -0.11088
H 6.53170 0.29415 -1.64379
H 6.09468 -1.20567 0.42799
H 4.96432 -1.46279 -0.91062
H 4.49341 0.33987 1.52107
H 3.51578 -1.07916 1.06213
N -3.49266 -1.09790 -1.74027
C -2.41589 -0.98728 -1.35375
H -4.40718 -1.07619 -2.15023
```

4.
C41H37GeN6O4SbSe5Zr as an isolated structure in a non-equilibrium geometry, computed with ωB97M-V/def2-TZVPD.

Computed properties:
- orbital gap (eV) = 4.57
- net charge = -2
- largest force on an atom (Eh/bohr) = 0.0203

Structure (XYZ):
```
96
C41H37GeN6O4SbSe5Zr ωB97M-V/def2-TZVPD
Zr 0.50017 0.13604 -0.05400
Se -1.57773 2.80667 -4.37933
Sb -0.42488 3.96743 -2.65924
Se 0.27662 2.95917 -0.41028
Se 1.04403 1.86546 2.01713
Se -0.07601 6.28961 -2.92067
N -0.49133 0.12424 -2.12989
C 0.02494 -0.69943 -3.25269
C 0.00541 -2.18797 -2.88967
C 0.89658 -2.35198 -1.67575
O 2.04647 -2.73892 -1.77104
O 0.32249 -1.91790 -0.57409
H -1.37078 -0.29788 -1.79190
H -0.70711 1.04145 -2.51269
H 1.04165 -0.37202 -3.47099
H -0.58832 -0.51537 -4.13694
H 0.36470 -2.78625 -3.72459
H -1.01338 -2.47717 -2.62449
C -4.95557 2.67893 0.99997
C -4.25320 2.58156 -0.19789
C -3.08493 1.84462 -0.26789
C -2.58170 1.20233 0.86693
C -3.28783 1.29823 2.06279
C -4.46753 2.02580 2.12173
N -1.40125 0.46583 0.75373
N -1.25942 -0.67247 1.53309
C -0.40494 -0.74111 2.64757
C -0.34830 -1.93360 3.38682
C 0.40157 -2.04033 4.54181
C 1.13890 -0.95738 5.00231
C 1.17908 0.18626 4.22154
C 0.46274 0.30946 3.02637
H -5.88125 3.23967 1.04941
H -4.62925 3.06417 -1.09237
H -2.57290 1.73375 -1.21430
H -2.92327 0.77925 2.93922
H -5.01452 2.06733 3.05627
H -0.89444 -2.80037 3.03880
H 0.39614 -2.97899 5.08215
H 1.71035 -1.01798 5.92069
H 1.81034 1.01636 4.51243
Se -3.32668 -2.04745 2.94218
N -4.87110 -1.62080 2.04432
C -4.54773 -1.55951 0.75444
C -5.48747 -1.39345 -0.28713
C -5.04790 -1.22426 -1.59025
C -3.69844 -1.24219 -1.88110
N -2.76803 -1.43933 -0.92133
C -3.16414 -1.60406 0.31150
N -2.22178 -1.77125 1.39741
H -6.53965 -1.34707 -0.03456
H -5.76357 -1.06548 -2.38976
H -3.32550 -1.07637 -2.88682
O 2.34913 0.43732 -1.26290
C 3.05186 -0.28273 -0.46487
O 2.55446 -0.61571 0.64262
C 4.41551 -0.76585 -0.86569
C 5.29648 0.30859 -1.51538
Ge 5.95162 1.65738 -0.23893
C 6.16904 0.81577 1.51433
C 7.38784 0.24390 1.88181
C 7.52146 -0.43882 3.08402
C 6.43030 -0.56019 3.93519
C 5.21239 0.00296 3.58144
C 5.08044 0.69031 2.38006
C 7.69896 2.32310 -0.84323
C 8.70603 1.45189 -1.26677
C 9.94210 1.92876 -1.68658
C 10.19041 3.29445 -1.69701
C 9.19846 4.17642 -1.29025
C 7.96444 3.69398 -0.86898
C 4.76377 3.20727 -0.20701
C 4.31837 3.70597 -1.43197
C 3.58325 4.87955 -1.49731
C 3.26987 5.56755 -0.33268
C 3.69611 5.07671 0.89271
C 4.44495 3.90746 0.95371
H 4.22458 -1.59037 -1.55730
H 4.87897 -1.18898 0.02497
H 4.74539 0.82848 -2.30085
H 6.15681 -0.16745 -1.99141
H 8.25155 0.33675 1.23262
H 8.47444 -0.88015 3.35195
H 6.52649 -1.10271 4.86828
H 4.34988 -0.11442 4.22320
H 4.10528 1.08529 2.11146
H 8.52568 0.38191 -1.28029
H 10.70868 1.23421 -2.00929
H 11.15168 3.67006 -2.02675
H 9.38318 5.24390 -1.30344
H 7.19532 4.39210 -0.55833
H 4.53928 3.17123 -2.34953
H 3.22594 5.24982 -2.45009
H 2.65540 6.45732 -0.38582
H 3.42422 5.59000 1.80686
H 4.76876 3.53375 1.91785
```

5.
C41H38AsMnN2O9P2 as an isolated structure, computed with ωB97M-V/def2-TZVPD.

Computed properties:
- expectation value of S² = 8.756
- orbital gap (spin up / spin down) (eV) = 6.92 / 8.13
- net charge = -1
- spin multiplicity = 6
- largest force on an atom (Eh/bohr) = 0.0129

Structure (XYZ):
```
94
C41H38AsMnN2O9P2 ωB97M-V/def2-TZVPD
Mn -0.60260 0.45450 -0.27477
C -2.17279 3.54419 3.13954
C -2.85202 2.96597 1.89909
O -4.21808 3.39904 1.87431
P -2.92492 1.14588 1.96307
O -3.99252 0.67938 0.91765
O -3.63044 0.79446 3.35758
O -1.58390 0.51556 1.86447
P -1.87632 3.41989 0.37040
O -2.89022 4.52792 -0.26130
O -0.58896 4.06686 0.73637
O -1.89312 2.20613 -0.52747
H -2.77669 3.32670 4.02141
H -2.07329 4.62303 3.02752
H -1.17339 3.13200 3.27592
H -4.36613 3.90800 1.06800
H -3.59644 0.43334 0.05299
H -4.49387 1.21957 3.41869
H -2.41631 5.35421 -0.38459
C 3.28398 4.52344 3.90329
C 3.22580 5.10476 2.64478
C 2.75370 4.37958 1.55387
C 2.34561 3.06529 1.71753
C 2.40010 2.48645 2.98243
C 2.86762 3.20781 4.07096
As 1.67919 1.91205 0.29351
C 2.04122 2.95589 -1.31425
C 1.39338 4.17380 -1.51126
C 1.60751 4.89556 -2.67912
C 2.45630 4.40233 -3.66301
C 3.08279 3.17687 -3.47818
C 2.87287 2.45548 -2.31092
C 3.21098 0.70043 0.31412
C 2.97240 -0.65418 0.51134
C 4.03132 -1.55229 0.60106
C 5.33470 -1.09607 0.49164
C 5.57992 0.26213 0.30202
C 4.52337 1.15595 0.21855
H 3.64829 5.09142 4.75064
H 3.54461 6.13086 2.50566
H 2.71544 4.84936 0.57980
H 2.07812 1.46047 3.12496
H 2.90460 2.74286 5.04867
H 0.71723 4.54824 -0.74863
H 1.09814 5.84113 -2.82182
H 2.61567 4.96191 -4.57690
H 3.72160 2.76429 -4.24964
H 3.33604 1.48258 -2.20266
H 1.95672 -1.02455 0.58377
H 3.82936 -2.60641 0.74600
H 6.16155 -1.79422 0.55199
H 6.59762 0.62417 0.22160
H 4.72264 2.21313 0.08795
C 1.45258 -1.32964 -4.50786
C 0.82838 -0.08748 -4.48587
C 0.32809 0.41739 -3.28748
C 0.41233 -0.26461 -2.06320
C 1.03989 -1.52193 -2.13672
C 1.55126 -2.04979 -3.32176
H 1.85215 -1.73091 -5.43285
H 0.73274 0.48924 -5.40081
H -0.15529 1.39324 -3.31984
H 1.12177 -2.13593 -1.24474
H 2.01808 -3.03001 -3.31992
O -4.48024 -0.92803 -1.93678
C -3.57409 -1.53773 -1.41104
N -3.51893 -2.92802 -1.30096
C -2.47329 -3.33253 -0.38084
C -1.78321 -1.97463 -0.19979
O -0.73680 -1.81541 0.44169
N -2.44192 -0.99274 -0.81077
C -1.47454 -4.31934 -0.98172
C -1.43653 -4.54647 -2.34990
C -0.47277 -5.38610 -2.89880
C 0.46717 -5.99628 -2.08336
C 0.44182 -5.76083 -0.71188
C -0.52355 -4.92778 -0.16559
C -3.05528 -3.81344 0.94741
C -3.73101 -5.03339 0.98755
C -4.33388 -5.47148 2.15557
C -4.26285 -4.69436 3.30878
C -3.58342 -3.48671 3.27983
C -2.97762 -3.04627 2.10517
H -4.37921 -3.44349 -1.38474
H -2.15043 -4.04225 -2.98758
H -0.44957 -5.54490 -3.96994
H 1.22237 -6.64418 -2.51229
H 1.18070 -6.22286 -0.06745
H -0.53338 -4.73231 0.90056
H -3.77059 -5.65107 0.09541
H -4.85522 -6.42109 2.17025
H -4.73358 -5.03421 4.22330
H -3.51893 -2.87248 4.17005
H -2.43162 -2.10636 2.10029
```

Which ΔE to the lowest compared entry with this formula, charge and spin belongs to each record? In order, 0.0, 0.1, 34.7, 0.0, 9.7 kcal/mol.
Which total energy belongs to each record? In order, -191866.491, -134638.973, -131258.000, -451320.297, -175289.142 eV.